Record 1
{"formula": "F14H8N7Na6O32S14", "method": "the ωB97M-V functional and the def2-TZVPD basis", "symbols": ["Na", "Na", "Na", "Na", "Na", "Na", "N", "S", "O", "O", "F", "S", "O", "O", "F", "N", "S", "O", "O", "F", "S", "O", "O", "F", "N", "S", "O", "O", "F", "S", "O", "O", "F", "N", "S", "O", "O", "F", "S", "O", "O", "F", "N", "S", "O", "O", "F", "S", "O", "O", "F", "N", "S", "O", "O", "F", "S", "O", "O", "F", "N", "S", "O", "O", "F", "S", "O", "O", "F", "O", "H", "H", "O", "H", "H", "O", "H", "H", "O", "H", "H"], "xyz": [[-5.27, -3.15, 0.92], [2.17, -1.07, -8.84], [5.79, 2.09, 1.58], [-2.58, 5.25, 6.27], [2.28, -4.08, 3.81], [-3.08, 7.30, -3.64], [-0.08, 2.69, -10.59], [-1.01, 3.66, -9.90], [-2.19, 4.18, -10.59], [-0.50, 4.41, -8.75], [-1.72, 2.47, -9.08], [0.76, 3.88, -11.43], [2.06, 4.25, -10.83], [0.13, 4.94, -12.19], [1.22, 2.91, -12.65], [6.29, 3.41, -3.20], [5.53, 3.58, -4.48], [5.05, 2.37, -5.26], [5.83, 4.79, -5.27], [4.11, 4.10, -3.79], [7.56, 2.62, -3.93], [8.49, 3.47, -4.60], [7.30, 1.26, -4.35], [8.33, 2.44, -2.53], [-1.60, -0.07, -0.59], [-0.46, -0.61, -1.40], [0.72, -1.01, -0.62], [-0.40, -0.27, -2.81], [-1.17, -2.06, -1.53], [-1.02, 1.48, -0.45], [-1.29, 2.41, -1.49], [0.26, 1.67, 0.20], [-2.06, 1.96, 0.73], [-4.88, 8.50, 3.71], [-6.09, 8.48, 2.71], [-6.25, 7.36, 1.75], [-6.58, 9.78, 2.28], [-7.22, 8.21, 3.83], [-3.93, 9.25, 2.42], [-4.12, 10.69, 2.19], [-3.61, 8.38, 1.31], [-2.49, 9.19, 3.29], [0.09, -8.60, 3.50], [-0.74, -9.60, 4.60], [-0.34, -10.98, 4.62], [-2.10, -9.30, 5.03], [0.10, -9.00, 5.84], [-0.92, -8.97, 2.40], [-2.13, -8.16, 2.31], [-1.04, -10.34, 1.90], [-0.01, -8.35, 1.28], [-6.85, -2.05, 5.62], [-7.36, -0.40, 5.84], [-6.29, 0.55, 6.15], [-8.76, -0.18, 6.21], [-7.36, -0.20, 4.26], [-7.32, -2.35, 7.00], [-8.70, -2.83, 7.13], [-6.66, -1.68, 8.17], [-6.67, -3.84, 7.17], [6.89, -4.69, 3.10], [8.07, -3.88, 3.95], [8.25, -2.47, 3.78], [9.23, -4.70, 4.20], [7.29, -3.94, 5.37], [7.55, -4.44, 1.78], [8.82, -5.11, 1.49], [7.25, -3.12, 1.18], [6.43, -5.33, 1.02], [3.54, -0.23, 5.06], [2.69, 0.19, 5.10], [3.77, -0.40, 5.98], [-5.86, -0.05, -2.81], [-5.93, 0.81, -3.24], [-4.94, -0.09, -2.52], [3.95, -3.85, -5.62], [4.14, -4.78, -5.48], [4.72, -3.40, -5.29], [-2.01, -1.84, 4.05], [-2.21, -1.51, 3.18], [-2.86, -1.97, 4.46]], "charge": -1, "e_tot_ev": -292300.991}

Record 2
{"formula": "C3H3GdO3", "method": "the ωB97M-V functional and the def2-TZVPD basis", "symbols": ["O", "O", "C", "O", "C", "H", "C", "H", "H", "Gd"], "xyz": [[0.35, 1.59, 0.93], [1.45, 0.00, -1.20], [0.51, -0.83, -0.95], [0.10, -1.67, -1.74], [-0.64, -0.46, 0.05], [-0.75, -1.30, 0.76], [-0.54, 0.75, 0.92], [-1.29, 0.80, 1.72], [-1.62, -0.41, -0.44], [2.43, 1.54, -0.06]], "charge": 2, "e_tot_ev": -30116.912, "multiplicity": 8}